C33H27F3LiNO4P as an isolated structure, computed with ωB97M-V/def2-TZVPD.

Each line ends with the Löwdin charge.
Geometry (Å):
Li  -1.778  1.357  -0.129  0.522
C  2.505  -3.348  -3.617  -0.049
C  1.054  -3.365  -4.080  -0.315
C  0.556  -4.795  -4.211  -0.160
C  -0.907  -4.831  -4.605  -0.138
C  -1.726  -4.065  -3.608  -0.148
C  -3.040  -4.386  -3.348  0.034
C  -3.772  -3.637  -2.436  -0.261
F  -5.065  -3.990  -2.223  0.043
C  -3.234  -2.576  -1.768  0.077
C  -1.898  -2.239  -2.011  -0.033
C  -1.340  -1.067  -1.288  -0.296
O  -1.991  -0.554  -0.379  -0.013
C  -0.028  -0.657  -1.738  -0.007
C  0.639  -1.461  -2.600  0.017
N  0.182  -2.616  -3.153  0.016
C  -1.142  -2.980  -2.922  -0.079
C  0.714  0.609  -1.295  -0.617
O  1.922  0.673  -1.568  -0.009
O  0.039  1.429  -0.623  -0.101
H  3.062  -4.115  -4.158  0.079
H  2.567  -3.567  -2.550  0.096
H  2.998  -2.396  -3.796  0.077
H  0.988  -2.885  -5.065  0.155
H  0.703  -5.311  -3.256  0.133
H  1.174  -5.305  -4.953  0.117
H  -1.272  -5.857  -4.673  0.116
H  -1.021  -4.385  -5.599  0.127
H  -3.516  -5.216  -3.856  0.124
H  -3.801  -1.980  -1.068  0.137
H  1.639  -1.149  -2.862  0.122
F  -2.992  1.991  -2.721  -0.219
C  -3.337  2.246  -1.334  -0.299
F  -3.356  3.701  -1.307  -0.228
H  -4.425  2.050  -1.381  0.012
O  -1.568  1.691  1.731  -0.367
P  -0.175  1.941  2.218  0.801
C  -0.192  2.057  4.027  -0.252
C  0.950  1.864  4.802  -0.088
C  0.887  1.962  6.183  -0.088
C  -0.327  2.237  6.800  -0.099
C  -1.471  2.406  6.036  -0.085
C  -1.407  2.314  4.651  -0.060
C  0.509  3.508  1.637  -0.251
C  1.561  4.145  2.293  -0.091
C  2.048  5.359  1.832  -0.096
C  1.468  5.954  0.722  -0.092
C  0.401  5.339  0.082  -0.058
C  -0.081  4.119  0.533  -0.044
C  0.998  0.613  1.889  -0.281
C  0.553  -0.694  2.078  -0.065
C  1.421  -1.754  1.877  -0.081
C  2.735  -1.514  1.493  -0.093
C  3.173  -0.217  1.288  -0.079
C  2.303  0.849  1.479  -0.076
H  1.889  1.604  4.327  0.103
H  1.779  1.808  6.777  0.098
H  -0.384  2.308  7.880  0.096
H  -2.422  2.605  6.514  0.099
H  -2.292  2.432  4.039  0.109
H  2.006  3.695  3.172  0.092
H  2.871  5.840  2.345  0.095
H  1.842  6.904  0.359  0.096
H  -0.066  5.801  -0.777  0.109
H  -0.918  3.668  0.018  0.094
H  -0.479  -0.879  2.347  0.116
H  1.070  -2.770  2.009  0.098
H  3.411  -2.346  1.329  0.094
H  4.180  -0.030  0.939  0.104
H  2.627  1.855  1.252  0.110

E   -61990.835 eV
Orbital gap   5.60 eV
HOMO energy   -0.11893 Ha
Strongest force on any atom   0.012 Eh/bohr
Charge   -1